Entry 1:
Molecular formula: C5H14
Method: DFT, ωB97M-V with the def2-TZVPD basis set

XYZ file:
```
19
Properties=species:S:1:pos:R:3:mulliken_charge:R:1
C 0.124 -2.704 -1.570 -0.945
C 0.673 0.483 1.423 -1.185
H 0.829 -2.904 -0.784 0.318
H -1.503 3.146 1.529 0.331
H -1.016 0.834 0.381 0.254
H 1.523 0.818 1.841 0.451
H 1.192 -1.047 -2.286 0.218
H 0.794 -0.236 0.657 0.193
H 0.122 3.273 1.913 0.328
C 0.100 -1.328 -2.280 -0.707
H -0.849 -2.995 -1.205 0.284
H 0.304 -3.535 -2.275 0.327
H 0.222 -0.155 2.135 0.374
C -0.640 2.537 1.841 -1.164
H -0.901 2.081 2.914 0.248
H -0.282 -1.356 -3.257 0.370
H -0.058 2.060 -0.081 0.280
H -0.301 -0.513 -1.752 0.144
C -0.332 1.541 0.855 -0.122
```

Total charge: 0
Energy above the lowest of the compared OMol25 structures with the same formula, charge and spin in eV: 1.396
Frontier orbital gap in eV: 11.74
E_LUMO in eV: 1.1079
Total energy in a.u.: -198.83787

Entry 2:
Molecular formula: C33H39N5Sc
Method: DFT, ωB97M-V with the def2-TZVPD basis set

XYZ file:
```
78
Properties=species:S:1:pos:R:3:mulliken_charge:R:1
H -0.131 3.473 1.129 0.366
H -1.854 -5.181 3.731 0.345
C 0.839 0.930 4.338 -1.665
C 2.557 -0.462 -3.444 -1.463
C 1.595 1.350 0.688 1.068
C -1.086 0.659 -3.203 1.026
H 0.673 2.203 -1.063 0.137
H 4.255 -0.778 0.701 0.439
C 1.344 1.562 -4.284 -0.928
H -0.661 -1.024 3.412 -0.273
H 0.169 4.427 -4.761 0.282
C 1.318 0.369 -3.557 0.575
C -4.090 1.739 1.880 -1.071
C 3.356 -0.503 0.131 -1.606
H 3.215 -1.999 2.455 0.471
C 0.583 -3.444 -2.330 -0.733
C -0.040 -3.585 1.315 1.535
N -0.191 -2.284 1.771 0.723
H -2.299 -0.210 3.900 0.096
H 1.625 1.469 4.892 0.390
H 1.950 -1.870 3.690 0.294
C 1.190 0.790 2.898 0.401
H 3.434 -0.927 3.844 0.325
C 0.900 1.746 1.877 0.506
C 2.695 -1.301 3.119 -1.752
H -1.931 -2.811 4.620 0.326
H -0.736 2.876 2.693 0.342
Sc -0.114 -0.378 1.056 -1.647
H -4.926 1.934 2.552 0.299
C -1.914 1.138 0.281 -0.633
C 1.651 2.160 -0.560 -1.532
H 2.293 1.891 -4.715 0.284
C 2.340 0.156 0.994 0.985
C -1.017 1.873 -3.901 -1.318
H 3.353 0.013 -4.031 0.440
H -1.023 0.891 -0.360 0.418
C 0.138 -1.629 -0.941 -0.453
C 0.479 -3.885 0.039 -1.298
H -0.349 -5.668 1.754 0.292
H -4.818 2.914 0.206 0.368
H 2.421 -1.482 -3.830 0.370
C -0.773 -2.040 2.984 0.770
H 2.370 1.752 -1.278 0.372
C 2.063 -0.198 2.347 0.901
H 0.728 -0.048 4.825 0.319
H -3.731 0.719 4.243 0.184
H -2.756 2.484 -1.162 0.370
C 0.186 3.514 -5.369 -1.564
H 2.914 -0.534 -2.407 0.054
H -2.509 -0.968 -3.273 0.320
N 0.086 -1.306 -2.301 1.453
N -3.019 0.432 3.589 -0.291
H -0.092 1.497 4.470 0.338
H -3.235 0.646 -3.129 0.428
H 3.677 0.158 -0.679 0.591
N -2.003 0.557 1.516 0.494
C 0.253 -2.428 -3.118 -0.934
H -0.690 3.533 -6.023 0.390
C -2.892 2.018 -0.183 -0.435
C 0.110 -0.037 -2.959 0.198
H 1.947 3.199 -0.347 0.349
C -3.047 0.904 2.325 0.721
H 0.847 -4.457 -2.557 0.478
H 2.972 -1.428 -0.318 0.127
H 0.185 -2.393 -4.195 0.570
C -1.313 -4.377 3.234 -0.562
N 0.410 -3.009 -1.004 0.612
H 0.667 -4.913 -0.246 0.199
C -1.403 -3.058 3.701 -1.179
H -1.923 2.474 -4.034 0.345
C -0.540 -4.654 2.118 -1.074
H 1.076 3.538 -6.002 0.373
H -2.481 -0.104 -1.724 0.227
C -2.389 0.026 -2.812 -1.270
C 0.166 3.023 2.084 -1.913
H 0.785 3.766 2.611 0.352
C -4.017 2.285 0.602 -0.789
C 0.173 2.286 -4.512 0.744
```

Total charge: -1
Frontier orbital gap (spin up / spin down) in eV: 3.92 / 3.06
E_LUMO (spin up / spin down) in eV: 2.5287 / 2.5287
Total energy in a.u.: -2315.38662